The following is a quantum chemistry calculation of 11 unconnected molecules or ions with the total composition C44H119N9O13 at a distorted geometry, from the OMol25 dataset.

```
185
Properties=species:S:1:pos:R:3
O -1.86936 -4.63114 4.14964
O 1.10086 2.24346 4.80988
O -1.75160 5.35140 -4.78922
O 2.69428 2.74693 -3.96782
O -2.28855 0.23138 -5.36009
O 4.74825 -2.84436 -0.11219
O 2.83658 -0.54904 2.33715
O -3.27539 -2.97969 -2.84583
O 0.01706 -2.02825 -0.41070
O -2.66570 -0.07281 3.87410
O -1.46974 -6.75573 -1.78081
O 1.49872 7.54702 -1.18843
O -4.57826 3.28665 1.53594
N -0.19432 1.54098 -0.77408
N -3.54383 -4.23042 0.68205
N -2.41761 -2.25688 6.04491
N 2.58490 -3.16356 3.50714
N 0.91125 1.98451 1.92867
N -3.05521 0.84943 -0.74344
N 2.87934 5.16193 -1.71102
N 8.14014 -3.24109 -1.00214
N -4.54402 1.44709 -7.99747
C 0.29495 7.42590 -0.51396
C 0.92231 -6.39975 -1.46329
C -2.97823 1.21874 -6.15197
C 1.29558 0.07553 -1.71903
C -1.32762 4.23733 -4.03078
C 5.83487 -3.09730 -0.90996
C -0.07657 0.09554 -1.12059
C 3.24224 -2.46488 5.63381
C 3.63571 0.03896 1.26798
C 3.41291 2.88009 -2.71842
C -0.27682 -6.14685 -2.34806
C -2.17291 -0.85119 6.28193
C 2.59538 3.71811 -1.78412
C 2.70024 -1.95298 4.30008
C -0.84068 -3.72924 4.52818
C -4.12462 1.71639 -0.28454
C -0.08617 -3.04762 0.54948
C 2.79094 5.71296 -0.32075
C -3.19230 -2.90761 -1.39994
C -3.15584 -0.50696 -8.07283
C 2.67517 7.25116 -0.46669
C -3.58833 2.47475 0.87047
C -0.26833 -0.79286 0.17538
C -1.74468 0.02393 5.01534
C -2.68357 -1.95070 -3.52293
C -1.19687 0.73826 -4.67160
C 1.67296 1.53997 5.95459
C 7.15305 -3.24453 -0.03231
C 2.15067 2.70807 3.88317
C -3.75330 -4.15679 -0.71623
C -1.45458 -5.50647 3.17079
C -3.89933 0.53573 -7.15672
C 7.41863 -2.15774 1.09009
C -1.11822 -3.08895 5.92307
C -0.95033 4.65309 -2.55738
C 1.59392 3.14362 2.52731
C 3.47650 -3.22895 -0.72694
C -5.25960 -4.21148 -0.80117
C -5.33748 0.90569 0.14427
C -4.63675 4.65031 0.96393
C -3.98509 0.40839 4.05197
C 0.45761 4.14544 2.53181
C 3.23251 1.88775 -4.94221
C 3.62488 -0.95359 3.51852
H -4.70036 0.12999 -6.53880
H -4.46354 2.33309 -1.11695
H 2.51472 0.99055 5.53307
H 1.41722 0.78714 -2.53568
H 0.20691 1.87381 2.64404
H -0.38738 7.92986 -1.19846
H 1.69180 -1.56675 4.44830
H -1.46742 -0.69829 7.09864
H -4.57413 -0.40437 4.47689
H -2.72355 2.98575 0.44722
H -2.25348 1.85131 -6.66451
H -3.30499 0.58586 -1.68590
H 3.47404 0.85939 -4.67343
H 2.67025 3.43016 -0.73551
H -0.76189 -0.43333 4.90070
H 4.15941 2.28870 -5.35231
H -1.23413 -0.77107 0.68020
H 4.16040 -3.02136 5.44562
H 3.21249 -3.82083 3.94785
H -5.80561 -3.54528 -0.13324
H -2.88199 0.00546 -0.21636
H -1.10592 5.43450 -5.49476
H -4.42049 0.75949 3.11642
H -3.12070 -0.39593 6.56921
H 2.05622 0.37336 -0.99734
H 2.89954 -2.99077 2.56308
H 8.41718 -2.24947 1.51739
H -0.16365 -6.46771 -3.38360
H 3.12846 -2.68991 -1.60808
H -5.23302 0.39440 1.10123
H -0.13633 1.59323 0.23289
H 2.20826 5.58002 -2.33947
H 3.75144 -0.56741 0.36963
H 1.55805 3.51943 -2.05350
H 5.67700 -3.96025 -1.55689
H 0.77119 5.18382 2.63921
H 0.14113 -4.14517 4.75435
H -5.12923 2.05299 -7.44023
H -3.99112 1.26229 4.72942
H 2.44974 1.70515 -5.67844
H -2.13084 -2.92322 -1.15266
H 2.68086 -2.93610 -0.04189
H -1.03444 -3.00310 1.08511
H -1.23424 -3.97413 6.54845
H -0.59494 -0.04813 -4.21621
H -3.83513 -0.69034 -8.90532
H -3.25254 -5.04571 -1.09983
H 1.92630 5.21847 0.12194
H 5.95404 -2.26412 -1.60256
H 0.31560 7.86593 0.48306
H -0.27785 -2.49650 6.28484
H 7.03756 -4.26383 0.33620
H -4.07230 -3.63022 1.29897
H -5.55458 -3.77421 -1.75505
H -5.26674 0.96181 -8.50960
H -1.58532 1.47926 -3.97295
H -6.09724 1.61881 0.46417
H -5.17713 5.39758 1.54503
H -0.83708 -0.14355 -1.86393
H -5.75952 0.30011 -0.65776
H -1.96660 -6.08984 -1.29987
H 1.04305 -6.01446 -0.45084
H -0.67932 3.79483 -1.94253
H -3.70574 -1.98171 -1.14071
H 3.23394 0.96609 0.85918
H -3.61498 -5.20382 0.94191
H 0.07046 -4.01965 0.08181
H 7.21087 -1.17105 0.67611
H -3.13927 -1.43795 -7.50620
H -1.15212 1.85100 -0.85543
H 3.74181 5.63393 0.20623
H 2.58414 3.57243 4.38624
H 1.49288 1.15947 1.89511
H 4.56480 -1.42024 3.22375
H 2.92282 1.99682 3.58988
H -1.61461 1.04190 5.38263
H -1.93612 -6.46610 2.98281
H 2.70828 7.68069 0.53456
H 6.59704 -2.34391 1.78178
H 1.57248 -0.92714 -2.04473
H 2.04698 2.24285 6.69900
H -3.20704 1.82427 1.65762
H 3.27024 -1.69118 6.40109
H -1.60180 -2.04905 -3.61346
H 3.33445 -4.28413 -0.96041
H 3.85793 -0.13894 4.20418
H -0.81152 -2.91544 3.80363
H -2.12952 3.50031 -3.98760
H -1.36214 -4.88396 2.28082
H 9.00511 -2.93364 -0.58095
H -0.01991 6.38569 -0.43065
H -5.24647 4.67505 0.06075
H -0.44667 1.30736 -5.22063
H -3.62781 1.88677 -5.58639
H 8.01160 -2.36932 -1.49570
H -3.71844 5.18146 0.71354
H -3.06648 -2.30151 5.27220
H -0.47344 3.77866 -4.52888
H 4.63925 0.19652 1.66316
H 0.50864 -0.57768 0.90894
H 4.33864 3.44916 -2.80375
H 0.65602 -2.95105 1.34190
H -0.27059 3.98443 3.32673
H 1.78354 -5.95501 -1.96188
H 2.39393 3.38876 1.82874
H 2.49843 -3.12688 6.07720
H -2.16244 -0.24967 -8.44036
H 3.62795 1.90188 -2.28834
H -0.26112 4.14951 1.71235
H -0.46762 -5.07847 -2.44941
H 0.89202 0.90717 6.37626
H -3.16291 -1.70277 -4.46996
H -0.19259 5.41856 -2.39008
H -1.86501 5.00911 -2.08335
H -3.00175 -1.10128 -2.91849
H 1.07573 -7.46474 -1.28902
H -5.61359 -5.23366 -0.93516
H 3.52625 7.76464 -0.91401
H -0.43284 -5.82220 3.38168
```

## Properties
E_LUMO (alpha / beta) = -0.087 / -0.274 Ha
2S+1 = 2
Total charge = +1
HOMO-LUMO gap (alpha / beta) = 7.51 / 2.42 eV

***

The following is a quantum chemistry calculation of 11 unconnected molecules or ions with the total composition C44H121N11O11 at a distorted geometry, from the OMol25 dataset.

```
187
Properties=species:S:1:pos:R:3
O 5.08462 -1.04098 -1.18682
O 0.32757 1.25821 -1.24676
O -1.16612 -5.19144 2.00938
O -4.79986 2.63482 2.24902
O 0.78778 5.46066 1.44004
O -3.13490 0.01671 -4.04771
O -0.80274 1.77943 -7.05997
O 3.30506 -2.79931 2.37708
O -2.65998 7.04416 0.01511
O -3.87114 -2.08845 1.20130
O 2.65043 -4.97304 -1.81254
N -2.42497 5.14682 -7.09004
N 2.79992 -0.36691 0.86593
N -0.84766 -3.86479 -2.29298
N 0.40858 -0.74381 -3.32716
N 8.31924 -2.00192 0.28611
N -3.06181 9.42269 1.63632
N -6.38278 -4.48110 2.44970
N -0.74044 -8.54989 3.44414
N 1.90996 4.39779 4.84301
N 2.37637 -1.13951 4.42306
N -4.05953 -0.05951 3.35886
C 1.60433 -4.14440 -2.25620
C 3.86348 -4.28665 -1.68610
C 1.84734 5.32257 0.52207
C 3.82136 -1.21817 4.15310
C -4.14991 -4.10682 3.43310
C -5.33205 3.34175 1.14855
C -1.78281 8.99424 1.05799
C 0.08326 -5.58719 -3.68964
C -3.35818 -1.72766 -0.05795
C -1.43276 -6.63280 4.72212
C 6.44982 -1.39799 -1.22932
C -1.79002 0.40097 2.79062
C -1.66473 7.48878 0.90379
C -3.70336 1.85727 1.84776
C 0.38063 3.23878 3.27680
C -0.47239 -6.34140 2.41540
C 6.91740 -1.63467 0.22232
C 3.23257 -4.17196 2.07594
C 0.52072 -1.19934 0.64642
C -4.35714 0.01028 -3.35761
C 6.75263 -0.35570 1.05398
C -1.28918 4.21197 -7.03133
C 1.17348 1.09031 -0.12863
C 1.61993 -0.36497 0.00323
C -0.92104 -1.45406 -5.21439
C 0.25017 -4.82799 -2.39181
C -0.27769 -4.27451 1.41408
C -3.14421 1.04584 3.02257
C -1.35798 -7.21890 3.31643
C -4.65752 -3.28126 1.10489
C -2.06883 -0.40575 -3.19659
C 1.17409 5.56379 2.79148
C -0.21587 1.69518 -8.34234
C 4.56407 -0.37988 -2.32167
C 4.61580 -1.13142 5.46150
C 1.53446 4.21887 3.41812
C -0.21299 2.55736 -1.32397
C -0.69641 9.53091 1.97229
C -0.41874 4.65251 -5.84864
C -2.40334 5.86528 -0.69199
C -1.79411 2.77221 -6.89373
C -0.82891 -0.42865 -4.07873
C 4.20113 -2.53847 3.44363
C -5.21817 -3.59681 2.48187
H -1.96351 5.07023 -0.07234
H 4.46652 -2.02154 6.07473
H -4.49462 -4.30710 4.44180
H -2.63200 2.53709 -7.56034
H -5.07689 0.54898 -3.97734
H 4.16169 -3.80793 -2.62482
H -1.70323 9.49102 0.08772
H -1.54938 -0.07098 3.74800
H 1.01496 4.52559 5.33053
H -0.83735 2.85475 -0.47930
H -2.81729 -0.79215 0.09633
H -3.91380 -0.84563 2.71551
H 0.28621 -0.98238 1.68696
H 1.78927 -3.75829 -3.27574
H 0.69001 1.42826 0.79731
H -2.10370 6.10148 -7.06539
H 2.28332 4.31845 0.52190
H 2.44179 3.79454 2.97868
H -3.67587 -4.99184 2.99023
H 0.40964 -6.06572 3.00966
H 3.58788 -0.12618 0.27363
H -6.01199 4.10213 1.51679
H -0.85715 -3.45697 0.97445
H 3.03442 -1.25037 1.31267
H 5.81280 0.17421 0.91368
H -0.66086 -3.17490 -1.57213
H -3.11593 9.18013 2.62608
H -5.53846 -2.64360 2.91709
H -2.13385 2.64377 -5.86510
H 4.10065 -0.40895 3.47495
H -6.97127 -4.22005 1.66397
H -1.77818 6.98892 1.87485
H -2.84333 2.46655 1.51531
H 7.57738 0.31915 0.80604
H -0.70807 -8.99635 2.53071
H -4.75546 -1.01220 -3.26209
H 2.04173 1.76685 -0.15972
H 4.36919 -1.12536 -3.10304
H -3.98841 1.20125 1.01527
H 0.44326 -0.04103 -2.58417
H -3.98596 -4.05485 0.70449
H 0.39265 -3.85411 2.16918
H 2.12754 -2.04802 4.81421
H 5.67994 -1.11161 5.21492
H -0.14661 -6.96355 1.56957
H -0.42527 -6.33008 5.02883
H -1.39058 -9.10329 3.99380
H 0.28594 9.13493 1.69024
H 4.25749 -3.34817 4.17858
H 0.26838 -4.65643 0.54250
H -0.90130 -6.04116 -3.77571
H -5.81125 2.67885 0.41433
H -0.73541 4.28360 -4.87530
H -3.80604 8.81164 1.29131
H -0.97582 1.05995 2.49950
H 8.79396 -1.22620 -0.19051
H 0.67407 2.22280 3.54376
H 2.89946 -4.77051 2.92868
H 1.21775 -0.57368 -3.91272
H 2.09749 3.46469 5.21685
H -0.99640 1.70645 -9.11400
H -3.31368 -3.40406 3.39638
H -2.98402 4.97144 -7.91464
H 1.88528 -0.86329 -0.93394
H 2.02971 6.24027 2.91912
H -4.51898 3.77311 0.54874
H -0.64844 7.23113 0.58714
H 0.20628 -5.48513 -1.51086
H 4.64857 -5.00364 -1.43675
H -4.33221 0.43023 -2.34652
H -1.03029 -2.48574 -4.87908
H 1.55098 -3.24225 -1.63345
H 2.47076 -4.31313 1.30267
H 0.35323 6.07883 3.29655
H -0.53430 3.57879 3.76566
H -1.64602 -7.36209 5.50642
H 0.62802 4.34956 -5.95586
H -0.74449 2.67452 -2.26870
H 0.59560 3.29346 -1.40994
H -4.10735 -1.53648 -0.83376
H -2.06794 -5.75033 4.77952
H -2.23122 -1.44220 -2.87346
H -1.88035 -1.31440 -5.72363
H 8.58870 -2.73599 -0.37185
H 0.34567 0.76374 -8.36042
H -5.42920 -3.18822 0.33063
H 4.31057 -0.23097 5.98739
H -0.91908 -3.35513 -3.16184
H -1.98400 0.21352 -2.30091
H -0.41083 -1.17324 0.07594
H -0.74286 4.30073 -7.97741
H 0.86487 -6.34055 -3.80893
H 1.92062 -1.12232 3.51346
H -5.03196 0.17338 3.17486
H 0.44634 2.55295 -8.50280
H -0.90516 9.25345 3.00693
H -1.79788 -0.46054 2.12142
H 5.32013 0.30237 -2.72390
H 0.10701 3.16407 2.21565
H -0.09409 -1.35273 -5.91266
H 3.63419 0.14679 -2.12009
H -0.34853 5.74150 -5.87366
H 5.22473 -2.39076 3.07436
H 6.27608 -2.42679 0.62041
H 4.13785 -4.60289 1.63579
H -1.65499 6.09777 -1.46308
H -6.11405 -5.44444 2.27313
H 7.03244 -0.58650 -1.68855
H -3.14211 1.68487 3.90948
H 2.65513 6.03379 0.72956
H 1.43168 5.55964 -0.45706
H 0.22566 -4.90926 -4.53820
H 0.89159 -2.23067 0.59342
H -3.29648 5.43708 -1.14114
H 6.54703 -2.30139 -1.84569
H -2.67563 -2.48176 -0.46868
H -2.30651 -7.23799 2.76402
H -0.63348 0.53248 -4.57041
H 3.90092 -3.55708 -0.86816
H -0.56181 10.60992 1.90995
H 6.88228 -0.56458 2.11704
```

## Properties
E_LUMO = 0.012 Ha
2S+1 = 1
HOMO-LUMO gap = 8.94 eV
SMILES string = COC[C@H](C)N.COC[C@H](C)N.COC[C@H](C)N.COC[C@H](C)N.COC[C@H](C)N.COC[C@H](C)N.COC[C@H](C)N.COC[C@H](C)N.COC[C@H](C)N.COC[C@H](C)N.COC[C@H](C)N
ΔE to the lowest compared entry with this formula, charge and spin = 1.372 eV